Record 1
Formula: C8H18N3
Source: OMol25
Level of theory: ωB97M-V/def2-TZVPD

Geometry as XYZ:
```
29
C8H18N3, DFT ωB97M-V/def2-TZVPD
C 1.549 -1.684 0.417
N 0.600 -0.611 0.032
C -0.227 -0.260 1.219
C 0.032 1.192 1.635
C -0.137 2.036 0.397
C 0.919 2.795 -0.047
N 0.993 3.228 -1.404
C -1.620 -0.534 0.902
C -1.617 -1.532 -0.218
C -0.377 -1.180 -1.008
N 0.073 -2.259 -1.763
H 2.060 -1.273 1.194
H 0.877 -2.487 0.474
H 2.248 -2.004 -0.344
H 0.967 0.351 -0.270
H 0.201 -1.002 1.915
H 0.985 1.476 2.178
H -0.703 1.543 2.458
H -0.962 1.914 -0.349
H 1.780 3.077 0.620
H 0.081 3.114 -1.897
H 1.507 4.067 -1.548
H -2.091 0.382 0.541
H -2.201 -1.037 1.773
H -1.720 -2.534 0.101
H -2.481 -1.314 -0.873
H -0.624 -0.237 -1.564
H -0.376 -3.061 -1.808
H 0.261 -2.166 -2.765
```

charge	+1
molar mass	156.3	Da
SMILES string	C[N@@H+]1[C@@H](C/C=C/N)CC[C@@H]1N
frontier orbital gap	9.48	eV

---

Record 2
Formula: C3H6N2O2
Source: OMol25
Level of theory: ωB97M-V/def2-TZVPD

Geometry as XYZ:
```
13
C3H6N2O2, DFT ωB97M-V/def2-TZVPD
C 2.159 -0.611 -0.075
C -0.188 1.257 0.194
C -1.057 0.270 -0.147
N -2.430 0.368 0.090
O 0.934 -0.540 0.628
N -0.424 -0.933 -0.354
O 0.288 2.303 0.407
H -3.011 0.277 -0.733
H -2.724 1.142 0.674
H -1.012 -1.667 0.069
H 1.993 -0.719 -1.152
H 2.753 -1.457 0.286
H 2.720 0.312 0.112
```

molar mass	102.1	Da
frontier orbital gap (alpha / beta)	7.94 / 7.94	eV

---

Record 3
Formula: C50H39Cl5NNiOP2
Source: OMol25
Level of theory: ωB97M-V/def2-TZVPD

Geometry as XYZ:
```
99
C50H39Cl5NNiOP2, DFT ωB97M-V/def2-TZVPD
Ni -1.141 0.342 0.950
C -2.992 -0.865 -1.233
P -2.130 0.746 -1.301
C -3.449 1.986 -1.568
C -3.191 3.304 -1.194
C -4.161 4.284 -1.338
C -5.407 3.955 -1.852
C -5.675 2.646 -2.226
C -4.702 1.668 -2.083
C -1.386 0.745 -2.985
C -0.765 1.916 -3.425
C -0.171 1.982 -4.671
C -0.179 0.869 -5.507
C -0.781 -0.299 -5.078
C -1.377 -0.362 -3.823
C -1.999 -1.860 -0.734
C -1.793 -3.191 -1.050
C -0.752 -3.637 -0.201
C -0.382 -2.555 0.579
C 0.581 -2.500 1.736
P 1.447 -0.885 1.791
C 3.019 -1.294 0.904
C 4.129 -0.458 1.055
C 5.303 -0.693 0.358
C 5.390 -1.764 -0.526
C 4.292 -2.591 -0.698
C 3.121 -2.359 0.012
C 2.123 -0.860 3.500
C 2.354 -1.999 4.265
C 2.845 -1.895 5.558
C 3.126 -0.649 6.100
C 2.906 0.494 5.345
C 2.401 0.386 4.057
N -1.136 -1.466 0.237
H -3.436 -1.169 -2.184
H -3.805 -0.724 -0.511
H -2.230 3.557 -0.756
H -3.950 5.299 -1.025
H -6.173 4.715 -1.949
H -6.647 2.383 -2.624
H -4.923 0.649 -2.374
H -0.739 2.784 -2.773
H 0.303 2.901 -4.993
H 0.296 0.913 -6.480
H -0.767 -1.181 -5.707
H -1.806 -1.299 -3.491
H -2.335 -3.766 -1.787
H -0.332 -4.630 -0.148
H 1.283 -3.335 1.701
H 0.029 -2.562 2.681
H 4.074 0.383 1.736
H 6.153 -0.037 0.501
H 6.306 -1.947 -1.075
H 4.336 -3.418 -1.397
H 2.270 -3.011 -0.148
H 2.140 -2.979 3.855
H 3.009 -2.792 6.143
H 3.505 -0.569 7.112
H 3.112 1.473 5.761
H 2.200 1.280 3.476
C -2.218 -1.113 5.336
C -2.777 -1.727 4.221
C -2.474 -1.280 2.943
C -1.613 -0.197 2.727
C -1.085 0.417 3.863
C -1.368 -0.035 5.149
H -2.444 -1.469 6.334
H -3.449 -2.570 4.346
H -2.909 -1.797 2.096
H -0.425 1.270 3.751
H -0.916 0.460 6.002
Cl 1.246 2.635 1.293
C -0.405 3.157 1.502
C -1.410 2.201 1.430
C -2.702 2.708 1.617
Cl -4.072 1.643 1.472
C -2.980 4.049 1.865
Cl -4.603 4.608 2.066
C -1.931 4.965 1.931
Cl -2.245 6.637 2.239
C -0.629 4.511 1.751
Cl 0.681 5.638 1.850
C 3.275 1.084 -2.104
C 2.083 0.165 -2.083
O 1.116 0.390 -1.394
C 2.083 -1.058 -2.950
C 1.095 -2.011 -2.720
C 1.045 -3.161 -3.488
C 1.974 -3.359 -4.502
C 2.960 -2.409 -4.740
C 3.019 -1.265 -3.958
H 3.173 1.800 -1.292
H 3.299 1.623 -3.055
H 4.204 0.525 -1.999
H 0.374 -1.845 -1.927
H 0.276 -3.898 -3.288
H 1.934 -4.257 -5.107
H 3.684 -2.565 -5.530
H 3.793 -0.530 -4.142
```

charge	-1
molar mass	967.8	Da
frontier orbital gap (alpha / beta)	6.96 / 6.96	eV